(1)
Here is C21H29Cl2O4V as an isolated structure in a non-equilibrium geometry from OMol25. Energies are from ωB97M-V/def2-TZVPD.

```
57
C21H29Cl2O4V (ωB97M-V/def2-TZVPD)
O -2.56753 0.98120 -2.95704
C -1.81707 1.46616 -4.13430
C -3.06583 2.00730 -4.83013
H -1.30715 0.61814 -4.59764
H -1.09585 2.24138 -3.85391
C -3.80196 1.51307 -3.55085
H -3.30010 1.53840 -5.79167
H -3.06945 3.09874 -4.90836
C -4.83224 0.41337 -3.68930
H -4.43587 -0.44418 -4.24475
H -5.72694 0.77958 -4.20497
H -5.13767 0.10951 -2.67772
C -4.39566 2.65884 -2.76177
H -3.66080 3.45661 -2.61285
H -4.75974 2.29210 -1.79456
H -5.24986 3.06774 -3.31702
V 1.37955 -0.77508 2.43217
C 2.19325 0.41310 4.19259
C 3.30470 0.27818 3.30818
C 2.98163 0.93477 2.07366
H 4.27865 -0.10323 3.58903
C 1.68809 1.51728 2.20653
C 1.19401 1.20170 3.51841
H 0.26514 1.56540 3.94020
H 2.16886 0.08591 5.22911
H 3.63369 1.05835 1.20925
H 1.21679 2.19063 1.49207
C 0.88237 -2.29180 4.06968
C -0.18410 -1.33011 3.97652
C -0.80326 -1.47027 2.68365
H -0.53091 -0.66517 4.76518
C -0.13688 -2.53320 1.99429
C 0.88148 -3.05576 2.85111
H 1.48347 -3.93865 2.65762
H 1.48954 -2.50076 4.94544
H -1.67740 -0.93162 2.33043
H -0.42835 -2.93665 1.02851
O 0.48900 -0.60932 -0.08069
C -0.61421 0.33347 -0.09143
C -0.40494 1.22009 -1.28745
H -0.63114 0.93714 0.83257
H -1.54822 -0.24127 -0.11690
C 0.37973 0.31300 -2.23583
H 0.19545 2.09275 -0.97061
H -1.34657 1.58561 -1.68986
C 1.31892 -0.35721 -1.24833
H 0.85548 0.84750 -3.06432
H -0.27332 -0.46710 -2.66340
H 2.15823 0.30862 -0.97012
H 1.72749 -1.32064 -1.58046
Cl 5.79446 -1.09896 1.88952
C 4.87520 -2.63522 1.83722
Cl 4.27373 -3.18543 3.43198
C 3.68743 -2.36270 0.88509
O 3.80801 -2.70097 -0.28374
O 2.67311 -1.75452 1.42258
H 5.52556 -3.41582 1.41740
```

The expectation value of S² is 0.808. The calculation puts the orbital gap (spin up / spin down) at 7.4840 / 7.9666 eV. The charge is +1. The LUMO energy (spin up / spin down) is -4.4 / -3.9 eV. The value obtained for the relative energy (zero: lowest compared OMol25 entry of this formula, charge and spin) is 0.239 eV. As for the spin multiplicity: 2.

Atomic partial charges in e from the natural (NBO) method, atoms 1 to 4: atom 1 (O): -0.577, atom 2 (C): -0.064, atom 3 (C): -0.462, atom 4 (H): 0.187

(2)
Here is a 2-piece molecular cluster, C2H4N2O2 overall in a non-equilibrium geometry from OMol25. Energies are from ωB97M-V/def2-TZVPD.

```
10
C2H4N2O2 (ωB97M-V/def2-TZVPD)
C 0.20046 -2.19579 2.03749
C -0.01299 0.68065 -1.36627
N -0.00954 -2.37948 3.23710
N 0.10129 -2.54467 4.41418
O -0.69136 -3.32574 5.15625
O 0.04691 1.47875 -2.36027
H -0.21460 -1.44134 1.34335
H 0.55045 -0.44998 -1.62694
H -0.91116 0.49976 -0.82570
H 0.66006 1.11404 -0.51653
```

The calculation puts the orbital gap at 6.7062 eV. The charge is -2. The LUMO energy is 7.1 eV. The value obtained for the relative energy (zero: lowest compared OMol25 entry of this formula, charge and spin) is 1.968 eV. As for the spin multiplicity: 1.

Atomic partial charges in e from the natural (NBO) method, atoms 1 to 4: atom 1 (C): -0.314, atom 2 (C): -0.124, atom 3 (N): -0.133, atom 4 (N): 0.010

(3)
Here is As5F30Hg as an isolated structure in a non-equilibrium geometry from OMol25. Energies are from ωB97M-V/def2-TZVPD.

```
36
As5F30Hg (ωB97M-V/def2-TZVPD)
Hg 0.08562 0.12903 0.08440
As -2.41661 -0.78333 -2.93931
F -2.10506 -2.48797 -2.43519
F -0.84062 -0.64166 -3.83614
F -2.72108 0.86445 -3.59837
F -3.95135 -0.78652 -1.95236
F -1.57837 0.01078 -1.49531
F -3.31565 -1.49375 -4.31840
As 1.67436 1.31248 3.43217
F 0.27521 2.43903 2.94107
F 2.18532 2.42248 4.71042
F 2.99074 0.16546 3.86049
F 1.18758 0.18445 2.11123
F 2.76374 2.17446 2.34754
F 0.52834 0.43525 4.54826
As -0.11248 3.30857 -0.71426
F 0.76554 4.19479 -1.97938
F 1.33585 3.37683 0.28929
F -0.87193 2.18934 0.52537
F -1.62506 3.18528 -1.70072
F 0.45585 1.79567 -1.36631
F -0.64143 4.84424 0.11051
As 2.67650 -1.56513 -1.33316
F 0.99155 -1.11119 -1.65919
F 2.81076 0.05918 -0.61517
F 4.38537 -1.89890 -0.99740
F 2.42288 -3.25421 -2.01116
F 3.25042 -0.94187 -2.87800
F 2.10570 -2.21543 0.24497
As -1.79981 -2.29641 1.55759
F -3.13847 -2.43282 0.26033
F -1.78197 -0.53834 1.47878
F -0.53642 -2.19810 2.84233
F -1.77350 -4.09372 1.51843
F -0.69235 -2.09673 0.13291
F -2.98926 -2.25561 2.83387
```

The calculation puts the orbital gap at 11.3843 eV. The charge is -3. The LUMO energy is 6.2 eV. The value obtained for the relative energy (zero: lowest compared OMol25 entry of this formula, charge and spin) is 2.717 eV. As for the spin multiplicity: 1.

Atomic partial charges in e from the natural (NBO) method, atoms 1 to 4: atom 1 (Hg): 1.792, atom 2 (As): 2.793, atom 3 (F): -0.600, atom 4 (F): -0.617

(4)
Here is C26H28AlBrCl5N7O3S as an isolated structure from OMol25. Energies are from ωB97M-V/def2-TZVPD.

```
72
C26H28AlBrCl5N7O3S (ωB97M-V/def2-TZVPD)
Al -0.50872 0.20093 0.00048
Cl 6.17409 0.56012 3.53276
C 4.71967 0.47655 2.61307
C 3.49349 0.77153 3.20311
Cl 3.43548 1.22551 4.86227
C 2.31468 0.70116 2.46458
Cl 0.81401 1.11407 3.20410
C 2.31804 0.30736 1.11426
O 1.25726 0.19324 0.37801
C 3.57895 0.05711 0.53364
Cl 3.60908 -0.35371 -1.14271
C 4.75529 0.12748 1.26439
Cl 6.26022 -0.22033 0.50717
C -1.52915 1.07483 -4.68584
N -0.71976 -0.04523 -4.22698
C -0.86153 -1.28105 -5.00103
C -0.47788 -2.38503 -4.01750
N -0.00234 -1.63828 -2.87181
C 0.48597 -2.34291 -1.70675
C -0.28278 -0.31917 -2.95764
N -0.12417 0.50092 -1.95016
C -0.21338 1.95272 -2.16772
C 0.25173 2.66452 -0.91274
N -0.56438 2.16753 0.21251
C -0.77662 2.96081 1.23523
N -0.14415 4.16246 1.46382
C 1.30652 4.28652 1.31242
C -0.77156 4.82808 2.61248
C -1.72444 3.77455 3.19126
N -1.69892 2.73048 2.18174
C -2.49385 1.52159 2.32600
H -1.68755 0.93519 -5.75332
H -1.03359 2.02901 -4.56009
H -2.50600 1.10457 -4.19589
H -0.21454 -1.25332 -5.87923
H -1.89233 -1.39106 -5.33888
H 0.31290 -3.03013 -4.40170
H -1.33025 -3.01158 -3.74346
H 1.15267 -3.14276 -2.03272
H -0.33116 -2.77920 -1.13001
H 1.06696 -1.67157 -1.07929
H -1.24401 2.25706 -2.37395
H 0.43075 2.26909 -2.98995
H 0.12295 3.74107 -1.03739
H 1.31279 2.44922 -0.77692
H 1.74523 3.34301 1.00597
H 1.74815 4.54846 2.27471
H 1.57132 5.05452 0.58447
H -1.30775 5.72076 2.29085
H -0.01080 5.12644 3.33180
H -2.73527 4.16539 3.30388
H -1.39192 3.38691 4.15782
H -3.35395 1.51610 1.65831
H -2.83724 1.47055 3.35730
H -1.89815 0.63041 2.12902
S -2.81590 0.18136 -0.82398
C -3.61069 -1.04061 0.00837
N -4.17882 -1.88386 0.56165
Br 2.33422 -3.48736 1.67581
C 0.65886 -4.26743 1.23661
C 0.64245 -5.58044 0.79402
C -0.56656 -6.16221 0.44195
C -1.74129 -5.42804 0.51991
C -1.71187 -4.11125 0.95461
C -0.50738 -3.51963 1.32716
C -0.51538 -2.10733 1.85701
O -0.34269 -1.90118 3.03215
O -0.89079 -1.21091 0.97615
H 1.56762 -6.13603 0.72733
H -0.58639 -7.19279 0.10952
H -2.68626 -5.87665 0.23955
H -2.61918 -3.51814 0.98843
```

The calculation puts the orbital gap at 8.4431 eV. The LUMO energy is 0.3 eV. The value obtained for the relative energy (zero: lowest compared OMol25 entry of this formula, charge and spin) is 0.806 eV. As for the spin multiplicity: 1.

Atomic partial charges in e from the Löwdin method, atoms 1 to 4: atom 1 (Al): -0.171, atom 2 (Cl): 0.670, atom 3 (C): -0.717, atom 4 (C): -0.695

(5)
Here is a 2-piece molecular cluster, CH9N2O overall in a non-equilibrium geometry from OMol25. Energies are from ωB97M-V/def2-TZVPD.

```
13
CH9N2O (ωB97M-V/def2-TZVPD)
O 1.48072 -1.47385 -0.60901
H 2.07707 -1.75546 0.09945
H -1.05694 -0.75674 -1.12834
H 1.85876 -1.97535 -1.34833
N -1.07531 -0.46984 -0.15756
C -0.61429 0.99856 -0.08425
N 0.11760 1.14565 1.14067
H -0.38820 -1.02621 0.36218
H -1.98268 -0.53196 0.29350
H -1.53002 1.57216 -0.09837
H -0.00074 1.19183 -0.94810
H 1.10162 0.98830 0.98485
H 0.01242 2.09293 1.49331
```

The calculation puts the orbital gap at 11.5239 eV. The charge is +1. The LUMO energy is -3.3 eV. The value obtained for the relative energy (zero: lowest compared OMol25 entry of this formula, charge and spin) is 0.240 eV. As for the spin multiplicity: 1.

Atomic partial charges in e from the natural (NBO) method, atoms 1 to 4: atom 1 (O): -0.986, atom 2 (H): 0.493, atom 3 (H): 0.443, atom 4 (H): 0.500

(6)
Here is C4H9N3 in the gas phase from OMol25. Energies are from ωB97M-V/def2-TZVPD.

```
16
C4H9N3 (ωB97M-V/def2-TZVPD)
C 0.94023 -1.16186 0.83406
C -0.63521 -1.02633 -1.03167
N 0.15742 -0.31325 -0.04546
C -0.71746 0.82186 0.77679
C -0.23998 1.95895 -0.21141
N -0.12836 1.89668 1.24812
N 0.75235 1.36395 -0.95648
H 1.60680 1.33809 -0.39469
H -1.62099 0.33422 1.16021
H -0.99857 2.52878 -0.73698
H 0.01342 -1.62568 -1.67188
H -1.36101 -1.69081 -0.54484
H 1.54769 -1.86665 0.26354
H 1.57845 -0.52612 1.45135
H 0.27765 -1.73179 1.50115
H -1.17243 -0.30002 -1.64182
```

The calculation puts the orbital gap (spin up / spin down) at 7.4323 / 7.4393 eV. The LUMO energy (spin up / spin down) is -0.5 / -0.5 eV. The value obtained for the relative energy (zero: lowest compared OMol25 entry of this formula, charge and spin) is 6.322 eV. As for the spin multiplicity: 1.

Atomic partial charges in e from the natural (NBO) method, atoms 1 to 4: atom 1 (C): -0.447, atom 2 (C): -0.432, atom 3 (N): -0.288, atom 4 (C): 0.166